Formula: C13H17ClN2O3S
Source: the OMol25 dataset
Level of theory: ωB97M-V with the def2-TZVPD basis set

HOMO-LUMO gap, eV: 8.24
Total charge: 0
LUMO level, eV: -0.06
Relative energy (zero: lowest compared OMol25 entry of this formula, charge and spin), kJ/mol: 1198.1
Max |F|, hartree/bohr: 0.269
E_tot, Eh: -1698.7536

XYZ file:
```
37
Properties=species:S:1:pos:R:3:forces:R:3:lowdin_charge:R:1
N 3.9644 4.6574 -0.1767 -3.3 2.7 -1.1 0.10
C 2.5140 4.3868 -0.3714 3.6 2.5 -1.3 -0.53
O 1.7733 5.2177 -0.8532 0.7 0.2 0.5 0.07
C 2.1083 3.0533 -0.0764 -1.9 -1.8 1.1 -0.22
C 0.4885 3.1302 0.3324 5.9 -3.2 0.5 -0.03
C 0.2743 1.6364 0.5326 -6.7 3.5 -4.3 -0.23
N 0.6751 0.8710 -0.5699 -5.7 -4.1 -6.1 -0.24
S -0.4105 -0.5023 -1.0970 4.2 1.6 6.9 0.64
O -1.7402 -0.2047 -0.8000 -2.1 0.6 0.8 -0.25
O -0.0323 -1.0473 -2.2841 1.5 -1.2 -6.4 -0.25
C 0.4098 -1.8570 0.0093 -3.3 3.7 4.9 -0.15
C -0.8370 -2.6265 0.3259 -2.1 0.9 6.2 -0.28
C -1.2212 -3.7779 -0.1665 8.4 -1.8 -7.0 -0.16
C -2.1240 -4.7303 -0.1111 -6.5 4.7 6.9 -0.02
C -3.1923 -4.2485 0.8705 8.3 0.7 -2.6 0.05
C -2.7784 -3.1471 1.7434 -9.4 -6.1 -0.2 -0.17
C -1.8205 -2.3706 1.6092 8.8 4.6 -5.4 -0.63
Cl -1.5157 -0.9236 2.4431 -0.2 0.5 0.8 0.75
H -3.6878 -2.9775 2.3144 0.7 0.7 1.1 0.12
H -3.8388 -4.9686 1.1009 -3.4 -2.0 1.2 0.04
H -2.3695 -5.4776 -0.6929 -0.3 -3.8 -2.9 0.05
H -0.1331 -4.1324 -1.0714 -3.2 0.8 2.1 0.21
H 1.1977 -2.3877 -0.4024 1.1 -0.8 -1.4 0.06
H 0.8302 -1.3260 1.0905 -1.3 -1.3 -3.2 0.15
C 1.8049 0.8234 -1.3513 2.3 4.7 12.8 -0.22
C 2.3822 2.1367 -1.3532 -1.5 3.9 -2.0 -0.15
H 3.4206 2.2545 -1.4301 1.5 -0.6 -0.8 0.09
H 1.8846 2.5528 -2.3341 1.0 0.5 1.8 0.18
H 2.6504 0.3633 -0.2094 -0.6 0.1 -2.3 0.18
H 2.0528 0.1329 -1.9165 1.2 -6.2 -6.0 0.03
H 0.7319 1.1247 1.2054 2.5 -2.0 6.1 0.05
H -0.9351 1.6045 0.5457 2.7 -0.8 0.5 0.17
H 0.1304 3.4294 -0.5905 -1.7 1.1 -1.1 0.09
H 0.4370 3.6704 1.2509 -0.6 0.8 0.2 0.12
H 2.7568 2.7418 0.7937 -0.9 -0.4 -0.8 0.16
H 4.6327 3.8958 -0.0684 -0.2 0.8 -0.2 0.08
H 4.1468 5.6903 -0.5216 0.3 -3.3 0.9 0.15
```
Forces are in eV/Å.

Formula: C4H2F2O
Source: the OMol25 dataset
Level of theory: ωB97M-V with the def2-TZVPD basis set

HOMO-LUMO gap (spin up / spin down), eV: 6.29 / 6.29
Total charge: 0
LUMO level (spin up / spin down), eV: -3.35 / -3.35
Relative energy (zero: lowest compared OMol25 entry of this formula, charge and spin), kJ/mol: 864.7
Max |F|, hartree/bohr: 0.052
E_tot, Eh: -428.2245

XYZ file:
```
9
Properties=species:S:1:pos:R:3:forces:R:3:lowdin_charge:R:1
C 1.2861 1.8655 -0.0724 -0.8 -1.5 0.9 0.31
C 0.6439 0.8718 0.5032 -0.8 0.9 -0.5 -0.20
C -0.3091 -0.1305 0.8423 -1.1 1.5 -1.5 0.17
C 0.8229 -0.6714 0.2105 1.5 0.1 -2.2 -0.50
O -2.1831 0.1032 -0.8039 2.4 0.2 0.3 -0.23
F 0.7652 -1.0841 -1.0511 -0.3 0.0 0.1 0.16
F 1.9329 -1.1587 0.7127 -0.1 -0.7 1.1 0.18
H -1.2966 -0.2633 1.2353 -0.1 0.0 0.6 0.12
H -1.6623 0.4675 -1.5766 -0.7 -0.6 1.2 -0.01
```
Forces are in eV/Å.

Formula: C6H18N4
Source: the OMol25 dataset
Level of theory: ωB97M-V with the def2-TZVPD basis set

HOMO-LUMO gap, eV: 11.01
Total charge: +2
LUMO level, eV: -6.41
Relative energy (zero: lowest compared OMol25 entry of this formula, charge and spin), kJ/mol: 265.7
Max |F|, hartree/bohr: 0.099
E_tot, Eh: -457.7308
SMILES: C[C@@H]1[NH2+]CCN(N)[C@@]1(C)[NH3+]

XYZ file:
```
28
Properties=species:S:1:pos:R:3:forces:R:3:lowdin_charge:R:1
C 1.9693 -0.6359 1.5184 -0.9 0.2 1.9 -0.01
C 0.9038 0.1783 0.7906 3.1 1.5 -2.3 -0.27
N -0.1548 0.5567 1.7433 1.7 -2.6 0.9 0.05
C -1.0542 1.5506 1.1976 -2.3 0.4 -0.4 -0.06
C -1.7714 0.9591 -0.1500 2.4 4.1 1.8 -0.10
N -0.6808 0.6119 -1.0057 0.1 -0.8 -1.5 -0.16
N -0.9761 0.6261 -2.4232 0.0 1.0 -0.7 0.05
C 0.2720 -0.4901 -0.5269 -1.1 2.5 1.2 -0.36
C -0.3636 -1.7547 -0.0674 -1.2 1.3 -1.5 0.03
N 1.0944 -0.7383 -1.7744 3.0 0.6 1.8 0.26
H 2.3881 -0.1836 2.4573 -0.7 0.2 -0.7 0.13
H 2.8083 -0.6638 0.9190 1.9 -0.5 -1.5 0.07
H 1.7027 -1.6366 1.8547 -0.3 -0.1 -0.4 0.10
H 1.4123 1.1922 0.5096 -1.0 -1.7 0.2 0.20
H 0.5232 0.8184 2.5327 -2.1 0.0 -0.4 0.23
H -0.6104 -0.3816 1.9440 0.2 1.6 0.6 0.20
H -0.4331 2.3877 0.9182 0.1 0.3 -0.2 0.13
H -1.7376 1.8919 2.0133 0.2 -0.4 -0.9 0.16
H -2.6007 0.3630 0.0666 -1.1 -1.7 0.1 0.11
H -2.1279 1.8993 -0.6083 -0.4 -0.5 0.3 0.15
H -1.8344 0.1852 -2.7082 -0.5 -1.2 0.6 0.11
H -1.2037 1.5690 -2.8901 1.5 -1.0 1.7 0.17
H -0.6429 -2.1325 -1.0176 -1.5 -1.3 -0.4 0.11
H -1.1764 -1.6254 0.6587 0.1 -0.3 -0.6 0.12
H 0.3864 -2.3570 0.2832 1.6 -1.8 1.2 0.07
H 2.0033 -0.1986 -1.7911 -1.1 -0.3 0.2 0.21
H 1.4257 -1.7001 -1.9718 -0.9 0.3 0.2 0.20
H 0.4784 -0.2910 -2.4725 -0.7 0.1 -1.3 0.11
```
Forces are in eV/Å.

Formula: C6H10ClN2
Source: the OMol25 dataset
Level of theory: ωB97M-V with the def2-TZVPD basis set

HOMO-LUMO gap, eV: 8.62
Total charge: +1
LUMO level, eV: -4.89
Relative energy (zero: lowest compared OMol25 entry of this formula, charge and spin), kJ/mol: 235.2
Max |F|, hartree/bohr: 0.111
E_tot, Eh: -804.0032

XYZ file:
```
19
Properties=species:S:1:pos:R:3:forces:R:3:lowdin_charge:R:1
C 0.4239 -1.6622 1.4054 0.4 -0.6 -0.8 0.00
C -0.6390 -0.8352 1.4185 1.9 0.0 -1.1 -0.08
C 0.7112 -0.0214 -0.0234 3.2 1.0 -3.8 -0.16
C -0.9029 2.8798 0.3466 -1.0 2.4 3.0 -0.13
C 2.4692 -1.8107 -0.0991 -0.7 0.1 0.5 0.02
C -1.8105 1.8005 0.7192 0.1 -2.5 -0.8 -0.46
N 1.2351 -1.1698 0.3922 1.5 -0.1 0.6 -0.11
N -0.4160 0.1499 0.4965 -4.7 2.4 2.1 0.02
Cl -3.1390 1.4505 -0.3284 1.0 0.3 1.0 0.77
H 0.6516 -2.5690 1.9593 0.0 0.3 -0.3 0.14
H -1.4386 -0.8330 2.0371 -2.4 -0.1 1.7 0.09
H 1.1713 0.6871 -0.8091 -0.6 -1.6 1.4 0.19
H -0.5152 2.6488 -0.5839 0.8 0.2 -2.0 0.06
H -1.3611 3.9454 0.4485 0.2 -1.9 -0.7 0.16
H -0.1433 2.9412 1.1190 0.5 -0.3 -0.1 0.10
H 3.1968 -1.1240 -0.5132 -0.4 0.5 -0.5 0.09
H 2.9768 -2.1168 0.8167 -0.1 -1.1 -0.4 0.10
H 2.1086 -2.5414 -0.8487 1.0 -0.1 0.7 0.12
H -1.8353 1.2973 1.6993 -0.5 1.0 -0.4 0.09
```
Forces are in eV/Å.

Formula: C19H45AlBN4O7
Source: the OMol25 dataset
Level of theory: ωB97M-V with the def2-TZVPD basis set

HOMO-LUMO gap, eV: 6.12
Total charge: -1
LUMO level, eV: 1.99
Relative energy (zero: lowest compared OMol25 entry of this formula, charge and spin), kJ/mol: 409.0
Max |F|, hartree/bohr: 0.138
E_tot, Eh: -1763.9426

XYZ file:
```
77
Properties=species:S:1:pos:R:3:forces:R:3:lowdin_charge:R:1
C 1.3633 -0.0515 1.5588 -1.0 0.3 0.3 -0.13
C 0.1710 -1.2186 1.4370 1.6 0.8 0.3 -0.38
C 0.9162 -2.5416 0.8032 0.1 0.7 0.1 -0.12
C -0.4127 -1.4179 2.9553 0.1 -1.4 0.5 -0.27
C -1.8676 -2.1649 3.0532 0.3 0.0 1.6 -0.29
Al -3.2337 -1.6172 1.6259 1.0 -0.2 0.0 0.29
C -3.4871 0.4041 1.3883 -0.6 2.3 -1.8 -0.23
C -3.7405 0.6886 -0.2295 2.8 3.2 -0.4 -0.24
O -2.9957 1.5103 -0.9845 -3.9 -4.6 3.8 -0.18
B -5.1290 -2.4641 1.9238 -1.4 -0.5 0.2 -0.50
O -6.1446 -1.8006 2.7755 1.8 -0.5 -0.4 -0.05
O -5.4040 -3.7598 1.2113 -0.4 2.9 -0.5 -0.08
H 0.9939 0.9029 0.9549 1.1 -1.9 1.1 0.07
H 2.3976 -0.4681 1.1822 -2.0 1.1 0.7 0.06
H 1.4084 0.2943 2.6954 0.3 -0.8 -2.4 0.07
H -0.5933 -0.7962 0.6580 1.1 -1.1 1.7 0.10
H 1.4072 -2.1866 -0.2248 -1.1 -0.9 2.0 0.07
H 1.8464 -2.8451 1.4863 -2.1 0.6 -1.2 0.09
H 0.2103 -3.4523 0.5972 1.6 2.1 0.7 0.06
H 0.3643 -2.1276 3.5189 -1.2 1.5 -1.2 0.10
H -0.4533 -0.4314 3.6021 0.0 -1.8 -1.8 0.07
H -2.3343 -1.8459 4.1045 1.0 -0.7 -1.9 0.05
H -1.7995 -3.3527 3.1036 0.1 2.4 -0.2 0.06
H -2.7179 -2.2521 0.2350 0.0 0.0 -0.4 -0.04
H -4.4859 0.7094 1.9586 1.9 -0.5 -1.3 0.06
H -2.6099 1.0700 1.7880 -1.7 -1.1 -1.0 0.05
H -4.6742 0.1402 -0.7046 1.8 0.9 0.7 0.11
H -5.6983 -1.0292 3.2523 -0.8 -1.8 -1.3 0.07
H -5.1555 -3.5640 0.2440 -0.1 -0.5 2.3 0.08
C 2.3792 -5.3444 -1.4451 0.2 0.0 0.2 -0.01
C 0.9475 -4.9852 -1.7280 -1.2 0.3 0.3 -0.53
O 0.1541 -4.7117 -0.8296 0.5 -0.8 -0.9 -0.01
N 0.5311 -4.9666 -3.0261 0.2 -0.1 0.7 0.02
C 1.2948 -5.2530 -4.2172 -0.4 0.1 -0.4 -0.09
H 2.5547 -5.3145 -0.3657 -0.2 0.1 -0.2 0.08
H 2.5899 -6.3564 -1.8007 0.1 0.1 -0.1 0.08
H 3.0486 -4.6242 -1.9232 0.0 -0.2 -0.1 0.08
H -0.4454 -4.7154 -3.1301 0.3 0.0 0.0 0.14
H 1.2671 -4.3679 -4.8574 0.2 -0.3 0.0 0.05
H 0.8124 -6.0849 -4.7361 0.2 -0.1 -0.1 0.08
H 2.3306 -5.5116 -3.9956 -0.2 0.0 0.1 0.08
C 0.2287 -1.1490 -3.1127 -0.1 -0.1 0.0 0.01
C 1.2809 -1.3455 -4.1678 0.4 0.0 -0.3 -0.52
O 1.3100 -2.3465 -4.8811 0.0 0.3 0.0 -0.01
N 2.2250 -0.3749 -4.3266 -0.5 -0.9 0.0 0.00
C 2.3683 0.8643 -3.6001 0.2 0.1 -0.5 -0.08
H -0.4487 -2.0080 -3.1108 0.2 0.2 0.0 0.08
H 0.6948 -1.0753 -2.1266 -0.2 0.1 0.0 0.07
H -0.3553 -0.2501 -3.3275 0.1 0.0 0.2 0.09
H 2.8960 -0.5842 -5.0569 -0.2 0.1 0.2 0.14
H 2.3130 1.6857 -4.3188 0.0 -0.2 0.5 0.05
H 3.3539 0.8676 -3.1284 -0.1 0.3 0.2 0.09
H 1.5982 0.9922 -2.8389 0.1 -0.2 -0.1 0.08
C 1.7287 4.7831 -2.7391 -0.2 -0.2 0.1 0.00
C 2.7809 4.5866 -3.7942 0.2 -0.6 -0.6 -0.52
O 2.8100 3.5856 -4.5075 0.1 1.0 0.2 0.00
N 3.7250 5.5571 -3.9530 -0.3 -0.5 0.0 0.00
C 3.8683 6.7964 -3.2265 0.3 0.0 -0.3 -0.09
H 1.0513 3.9241 -2.7372 0.2 0.2 -0.1 0.09
H 2.1948 4.8567 -1.7530 -0.1 0.1 0.0 0.09
H 1.1447 5.6820 -2.9540 0.1 0.0 0.2 0.09
H 4.3960 5.3479 -4.6833 -0.2 0.1 0.2 0.14
H 3.8130 7.6178 -3.9452 0.0 0.2 0.3 0.08
H 4.8539 6.7997 -2.7548 -0.1 0.3 0.2 0.08
H 3.0982 6.9243 -2.4653 0.1 -0.1 -0.2 0.08
C -1.6711 3.9126 4.5513 0.0 0.2 -0.2 -0.01
C -1.5862 2.4463 4.8699 0.0 -1.2 -0.8 -0.53
O -1.6116 1.5858 3.9921 0.0 0.9 0.7 0.03
N -1.4779 2.0750 6.1772 0.0 0.1 -0.3 0.00
C -1.4311 2.9181 7.3481 0.0 -0.5 0.1 -0.09
H -1.7533 4.0449 3.4686 0.0 -0.2 0.3 0.09
H -2.5576 4.3481 5.0200 0.2 0.1 0.0 0.08
H -0.7676 4.4243 4.8936 -0.2 0.1 0.1 0.08
H -1.4261 1.0709 6.3057 0.0 0.2 -0.1 0.15
H -0.4924 2.7187 7.8709 -0.1 0.3 0.2 0.08
H -2.2668 2.6431 7.9963 0.1 0.3 0.2 0.08
H -1.4937 3.9782 7.1008 0.0 -0.2 -0.1 0.07
```
Forces are in eV/Å.